ORCA calculation (the ωB97M-V functional and the def2-TZVPD basis) on a structure of composition C43H57AsF3GeIrN5O3PS at a distorted geometry.

The geometry in XYZ format:
```
116
Properties=species:S:1:pos:R:3:lowdin_charge:R:1
Ir 0.005 0.117 0.018 0.76
C 3.197 4.173 0.473 -0.31
As 1.448 3.404 0.024 1.09
C 1.067 4.841 -1.281 -0.32
C 0.661 4.131 1.664 -0.32
H 3.040 5.195 0.824 0.03
H 3.857 4.182 -0.391 0.00
H 3.664 3.590 1.265 0.01
H 1.282 5.827 -0.865 0.03
H 0.042 4.808 -1.623 -0.02
H 1.720 4.662 -2.136 0.01
H 0.654 5.222 1.631 0.04
H 1.293 3.805 2.491 0.03
H -0.330 3.762 1.832 -0.04
C 1.796 0.503 0.685 -0.40
Ge 3.661 0.031 0.212 0.95
C 4.565 -0.076 1.939 -0.28
C 5.332 -1.178 2.307 -0.10
C 5.977 -1.217 3.534 -0.08
C 5.852 -0.159 4.422 -0.09
C 5.068 0.933 4.083 -0.09
C 4.431 0.968 2.852 -0.12
C 4.496 1.559 -0.730 -0.31
C 4.051 1.876 -2.013 -0.13
C 4.660 2.873 -2.758 -0.09
C 5.737 3.573 -2.229 -0.10
C 6.202 3.258 -0.962 -0.10
C 5.588 2.254 -0.223 -0.13
C 4.500 -1.277 -1.020 -0.25
C 3.927 -2.124 -1.964 -0.10
C 4.721 -2.905 -2.796 -0.08
C 6.100 -2.862 -2.699 -0.10
C 6.688 -2.017 -1.772 -0.08
C 5.896 -1.227 -0.955 -0.12
H 1.752 0.627 1.776 -0.02
H 5.414 -2.022 1.634 0.10
H 6.577 -2.077 3.798 0.10
H 6.359 -0.188 5.378 0.10
H 4.952 1.757 4.776 0.10
H 3.823 1.832 2.600 0.08
H 3.211 1.336 -2.438 0.10
H 4.300 3.104 -3.753 0.10
H 6.214 4.355 -2.805 0.10
H 7.043 3.797 -0.545 0.10
H 5.964 2.021 0.766 0.10
H 2.860 -2.180 -2.062 0.07
H 4.252 -3.553 -3.526 0.10
H 6.715 -3.473 -3.347 0.10
H 7.766 -1.967 -1.685 0.10
H 6.379 -0.547 -0.263 0.10
C -2.309 4.299 -0.179 -0.11
C -2.943 3.126 0.555 -0.51
C -3.046 3.425 2.057 -0.10
P -2.150 1.480 0.130 1.02
C -3.217 0.299 1.083 -0.55
C -2.638 0.066 2.480 -0.12
C -4.722 0.561 1.126 -0.09
C -2.728 1.301 -1.647 -0.53
C -4.012 2.028 -2.065 -0.10
C -1.620 1.657 -2.641 -0.15
H -2.946 5.181 -0.074 0.09
H -2.184 4.106 -1.240 0.05
H -1.345 4.542 0.228 0.03
H -3.958 2.998 0.175 0.09
H -2.092 3.394 2.565 0.06
H -3.711 2.735 2.570 0.05
H -3.452 4.431 2.189 0.09
H -3.074 -0.613 0.514 0.03
H -2.710 0.953 3.108 0.06
H -1.583 -0.212 2.427 0.05
H -3.180 -0.738 2.981 0.08
H -4.983 1.465 1.675 0.06
H -5.212 -0.278 1.626 0.08
H -5.156 0.620 0.133 0.05
H -2.917 0.228 -1.731 0.08
H -3.901 3.111 -2.046 0.07
H -4.870 1.761 -1.456 0.06
H -4.251 1.742 -3.091 0.09
H -1.458 2.735 -2.692 0.06
H -1.891 1.313 -3.641 0.08
H -0.664 1.204 -2.366 0.02
F 0.910 -4.888 1.452 0.14
C 0.995 -4.244 0.291 -0.66
F 1.935 -4.822 -0.450 0.15
F -0.177 -4.397 -0.350 0.12
S 1.423 -2.479 0.576 0.48
O 0.363 -1.974 1.447 -0.35
O 2.718 -2.614 1.182 -0.26
O 1.350 -1.875 -0.768 -0.39
C -2.517 -2.754 0.831 0.00
C -2.127 -2.401 -0.557 -0.35
N -1.359 -1.419 -0.975 -0.03
C -1.284 -1.525 -2.349 -0.12
C -2.024 -2.575 -2.764 -0.02
N -2.549 -3.131 -1.619 -0.03
C -3.535 -4.165 -1.558 -0.06
N -4.802 -3.644 -1.085 -0.06
N -5.201 -2.398 -1.419 0.07
N -6.303 -2.132 -0.828 0.08
C -6.662 -3.224 -0.068 -0.23
C -7.766 -3.431 0.768 -0.01
C -7.843 -4.639 1.415 -0.08
C -6.850 -5.633 1.245 -0.07
C -5.762 -5.446 0.426 -0.01
C -5.691 -4.208 -0.226 -0.18
H -1.907 -2.195 1.533 0.06
H -2.341 -3.815 1.011 0.10
H -3.574 -2.544 1.014 0.09
H -0.687 -0.855 -2.933 0.10
H -2.216 -2.977 -3.740 0.12
H -3.223 -4.950 -0.864 0.14
H -3.643 -4.592 -2.556 0.15
H -8.519 -2.667 0.886 0.11
H -8.681 -4.846 2.065 0.10
H -6.953 -6.571 1.772 0.11
H -5.010 -6.212 0.302 0.11
```

The HOMO energy (alpha / beta) is -6.73 / -6.98 eV. The spin multiplicity is 1. Its net charge is 0. The strongest force on any atom is 3.2 eV/A. The HOMO-LUMO gap (alpha / beta) comes out at 6.38 / 6.80 eV.